8 unconnected molecules or ions with the total composition C52H48F7. Source: the Open Molecules 2025 dataset; level of theory: ωB97M-V/def2-TZVPD.

Each line ends with the Löwdin charge.
Atoms and positions in Å:
C (-3.01731, -3.00930, -2.44419)  -0.259
C (-3.25827, -1.63071, -1.80595)  -0.358
C (-1.99304, -0.78656, -1.79274)  -0.286
C (-0.72587, -1.32972, -1.12490)  -0.182
C (-0.79470, -2.38751, -0.21151)  -0.040
C (0.33462, -2.89723, 0.40319)  -0.111
C (1.58017, -2.34265, 0.13641)  -0.137
C (1.66689, -1.28320, -0.75395)  -0.091
C (0.53888, -0.77461, -1.38209)  -0.256
C (0.67757, 0.38212, -2.33824)  -0.057
H (-2.90576, -3.83076, -1.71422)  0.029
H (-2.06832, -3.00841, -3.00030)  0.047
H (-3.80450, -3.29938, -3.14468)  0.019
H (-3.60043, -1.75528, -0.76741)  -0.010
H (-2.21335, 0.16386, -1.28642)  0.092
H (-1.72918, -0.52696, -2.82345)  0.082
H (-1.77544, -2.79659, -0.00120)  0.099
H (0.24327, -3.73529, 1.08255)  0.078
H (2.45466, -2.75759, 0.62663)  0.084
H (2.63572, -0.83318, -0.95326)  0.100
H (0.81051, 0.01328, -3.35781)  0.085
H (1.52724, 1.02057, -2.09244)  0.071
H (-0.22254, 0.99150, -2.30646)  0.063
F (6.72257, -4.13794, -5.41733)  0.042
C (5.80605, -4.03293, -4.42680)  -0.292
C (5.95703, -3.03592, -3.48494)  -0.023
C (5.01078, -2.93485, -2.47470)  -0.078
C (3.94301, -3.82020, -2.41503)  -0.083
C (3.82040, -4.81340, -3.37605)  -0.074
C (4.75466, -4.92601, -4.39627)  -0.022
H (6.79707, -2.35751, -3.54830)  0.114
H (5.10647, -2.15561, -1.72977)  0.103
H (3.21248, -3.71927, -1.62356)  0.078
H (2.98971, -5.50523, -3.33358)  0.108
H (4.67321, -5.68816, -5.15931)  0.114
F (-0.83127, 2.00107, -5.05774)  0.068
C (-0.42985, 3.27083, -4.90061)  -0.290
C (-1.38471, 4.24902, -4.71814)  -0.009
C (-0.97201, 5.56262, -4.55371)  -0.085
C (0.38089, 5.87942, -4.57338)  -0.106
C (1.32415, 4.87401, -4.74776)  -0.091
C (0.91987, 3.55696, -4.90869)  -0.019
H (-2.42875, 3.96334, -4.71290)  0.116
H (-1.71095, 6.33877, -4.40498)  0.102
H (0.69921, 6.90522, -4.44287)  0.095
H (2.37938, 5.11298, -4.75266)  0.100
H (1.63535, 2.75520, -5.03292)  0.117
F (-6.20852, 5.89072, -6.53028)  0.039
C (-6.22072, 4.98612, -5.52254)  -0.296
C (-5.89183, 3.67505, -5.79889)  -0.025
C (-5.89172, 2.75568, -4.75794)  -0.076
C (-6.22345, 3.15401, -3.47039)  -0.087
C (-6.55935, 4.47806, -3.22410)  -0.088
C (-6.55947, 5.41004, -4.25399)  -0.031
H (-5.62889, 3.38507, -6.80730)  0.115
H (-5.61935, 1.72625, -4.94857)  0.107
H (-6.20995, 2.43277, -2.66474)  0.103
H (-6.81840, 4.79242, -2.22173)  0.101
H (-6.80820, 6.44865, -4.08195)  0.111
F (-0.25805, 2.75446, 1.19528)  0.047
C (-0.41893, 1.86213, 2.19977)  -0.298
C (-0.22493, 0.52230, 1.93616)  0.009
C (-0.38999, -0.38239, 2.97454)  -0.056
C (-0.74657, 0.06134, 4.24150)  -0.098
C (-0.93563, 1.41709, 4.47704)  -0.092
C (-0.76690, 2.33413, 3.45005)  -0.015
H (0.04438, 0.19293, 0.93979)  0.104
H (-0.23990, -1.43527, 2.77959)  0.098
H (-0.87535, -0.65188, 5.04630)  0.093
H (-1.21487, 1.76496, 5.46193)  0.083
H (-0.90148, 3.39577, 3.60899)  0.117
F (6.42688, 2.96632, 2.57675)  0.042
C (5.19053, 3.38289, 2.21554)  -0.291
C (5.03049, 4.68400, 1.78535)  -0.029
C (3.76041, 5.10394, 1.41387)  -0.087
C (2.68292, 4.23151, 1.48096)  -0.083
C (2.87417, 2.92876, 1.92075)  -0.060
C (4.13897, 2.49281, 2.29021)  -0.008
H (5.88472, 5.34629, 1.74421)  0.112
H (3.61483, 6.11871, 1.06735)  0.101
H (1.69479, 4.55894, 1.18898)  0.098
H (2.03829, 2.24771, 1.97604)  0.085
H (4.31145, 1.48015, 2.62907)  0.118
F (-3.25247, 2.72072, 6.64620)  0.055
C (-3.41421, 1.82664, 7.64159)  -0.285
C (-3.22333, 0.48570, 7.37308)  -0.012
C (-3.39266, -0.42453, 8.40627)  -0.079
C (-3.74876, 0.00947, 9.67596)  -0.101
C (-3.93482, 1.36364, 9.91598)  -0.090
C (-3.76559, 2.28727, 8.89467)  -0.019
H (-2.95139, 0.16577, 6.37601)  0.107
H (-3.24454, -1.47881, 8.21487)  0.106
H (-3.88104, -0.70638, 10.47597)  0.098
H (-4.21495, 1.70613, 10.90330)  0.102
H (-3.90155, 3.34758, 9.05820)  0.116
F (0.60400, -5.92029, 1.68260)  0.058
C (1.72557, -6.66116, 1.65301)  -0.280
C (2.82465, -6.16480, 0.98023)  -0.004
C (3.98015, -6.93089, 0.94616)  -0.080
C (4.02153, -8.16882, 1.57414)  -0.104
C (2.90015, -8.64350, 2.24057)  -0.092
C (1.73698, -7.88797, 2.28579)  -0.019
H (2.76240, -5.20195, 0.49061)  0.098
H (4.85069, -6.55738, 0.42340)  0.105
H (4.92505, -8.76278, 1.54170)  0.097
H (2.92704, -9.60969, 2.72693)  0.100
H (0.85110, -8.23525, 2.79960)  0.116

The calculation puts the molar mass at 805.94 g mol⁻¹. The net charge is -1. Its frontier orbital gap is 3.46 eV. For the LUMO energy, the calculation gives 2.215 eV. The highest occupied orbital energy is -1.24 eV.

A molecular structure, C52H49BrI2MgN6O3Sb. Source: the Open Molecules 2025 dataset; level of theory: ωB97M-V/def2-TZVPD.

Each line ends with the Löwdin charge.
Atoms and positions in Å:
Mg (1.12827, -1.20855, 1.85119)  0.643
I (7.06256, 1.34199, 5.28513)  0.877
C (5.66830, 0.46014, 4.01686)  -0.751
C (5.82403, -0.85937, 3.61928)  -0.226
C (4.89174, -1.43528, 2.77541)  -0.630
I (5.11482, -3.44107, 2.27111)  0.991
C (3.79472, -0.72531, 2.27752)  -0.456
O (2.93823, -1.26373, 1.44972)  -0.209
C (3.64081, 0.60264, 2.72653)  -0.157
C (2.44112, 1.39906, 2.29112)  -0.123
N (1.16586, 0.76168, 2.71280)  -0.073
C (1.02149, 0.72372, 4.17444)  -0.105
C (1.14701, -0.66209, 4.76940)  -0.236
C (1.11016, -0.83325, 6.14868)  0.004
C (1.24744, -2.10341, 6.66765)  -0.028
C (1.42430, -3.17196, 5.79835)  -0.027
C (1.44002, -2.91360, 4.44511)  -0.100
N (1.29688, -1.68819, 3.93767)  0.054
C (4.57000, 1.17970, 3.57860)  -0.118
H (6.66279, -1.44185, 3.97152)  0.081
H (2.39647, 1.49615, 1.20332)  0.103
H (2.49318, 2.40773, 2.71773)  0.130
H (0.39648, 1.34323, 2.35724)  0.056
H (0.04962, 1.15224, 4.44607)  0.131
H (1.78972, 1.35851, 4.63490)  0.139
H (0.99505, 0.02387, 6.79544)  0.126
H (1.23290, -2.26190, 7.73526)  0.119
H (1.56272, -4.17698, 6.16174)  0.115
H (1.60053, -3.70753, 3.72761)  0.117
H (4.43230, 2.20269, 3.89624)  0.099
C (2.53108, -4.76070, -0.09512)  -0.098
O (1.82276, -3.68758, -0.69337)  -0.089
C (1.80211, -3.64969, -2.06200)  -0.193
C (2.43284, -4.55963, -2.89650)  -0.049
C (2.30054, -4.41701, -4.27828)  -0.675
Br (3.15505, -5.67217, -5.40119)  0.769
C (1.57607, -3.38751, -4.83364)  -0.065
C (0.97656, -2.44835, -3.99419)  -0.085
C (1.07358, -2.58846, -2.62222)  -0.182
O (0.45391, -1.74297, -1.74547)  -0.008
C (0.20084, -1.34662, -4.56914)  -0.280
N (-0.64679, -1.46813, -5.54035)  0.205
C (-1.14126, -0.18685, -5.74007)  -0.228
C (-2.09608, 0.26240, -6.64740)  -0.014
C (-2.40469, 1.60515, -6.63466)  -0.084
C (-1.77699, 2.49516, -5.74811)  -0.075
C (-0.83894, 2.06402, -4.83233)  -0.005
C (-0.55156, 0.70715, -4.84401)  -0.194
N (0.27630, -0.06621, -4.04228)  0.165
H (2.11652, -5.72347, -0.41050)  0.102
H (2.41593, -4.63991, 0.98003)  0.052
H (3.59386, -4.70807, -0.33764)  0.074
H (3.01761, -5.37135, -2.50018)  0.100
H (1.47479, -3.27679, -5.90193)  0.116
H (-0.10860, -1.14616, -2.26517)  0.051
H (-2.56646, -0.42282, -7.33395)  0.113
H (-3.13771, 1.98785, -7.32710)  0.102
H (-2.04490, 3.53965, -5.77508)  0.103
H (-0.36936, 2.74287, -4.13470)  0.090
H (1.08413, 0.30718, -3.56965)  0.132
C (-3.43867, -3.96344, 0.26742)  0.016
N (-2.52239, -3.23254, 1.12148)  -0.101
C (-2.71942, -2.89410, 2.43311)  -0.039
C (-1.62696, -2.18415, 2.80686)  -0.130
N (-0.76498, -2.08116, 1.74136)  0.006
C (-1.34394, -2.73092, 0.75307)  -0.140
H (-4.09517, -4.56161, 0.89427)  0.099
H (-2.87277, -4.62293, -0.38626)  0.102
H (-4.03183, -3.27034, -0.32749)  0.100
H (-3.60322, -3.17763, 2.96607)  0.130
H (-1.41269, -1.74245, 3.75971)  0.112
H (-0.93943, -2.82250, -0.23500)  0.128
C (-3.75427, 3.55050, -0.58460)  -0.057
C (-3.75033, 2.37282, -1.52105)  -0.295
C (-4.78436, 2.30585, -2.45457)  -0.043
C (-4.91497, 1.25220, -3.33846)  -0.063
C (-4.00668, 0.20800, -3.29322)  -0.080
C (-2.98125, 0.25924, -2.36547)  -0.163
C (-2.81872, 1.33692, -1.49118)  -0.323
Sb (-1.05710, 1.09771, -0.29928)  1.602
C (-1.43000, 2.25304, 1.46151)  -0.382
C (-0.60304, 3.32500, 1.78603)  -0.144
C (-0.74573, 3.99840, 2.99179)  -0.070
C (-1.72164, 3.59043, 3.88721)  -0.073
C (-2.54853, 2.52502, 3.56865)  -0.046
C (-2.41782, 1.84191, 2.36437)  -0.312
C (-3.35719, 0.71876, 2.03712)  -0.058
C (0.22958, 2.50850, -1.27829)  -0.330
C (-0.29221, 3.75165, -1.64424)  -0.134
C (0.46237, 4.67705, -2.34095)  -0.078
C (1.76672, 4.36206, -2.69657)  -0.065
C (2.29477, 3.13894, -2.33824)  -0.043
C (1.54664, 2.19912, -1.62572)  -0.316
C (2.23263, 0.90625, -1.26616)  -0.079
H (-3.87200, 4.47635, -1.14480)  0.090
H (-2.85385, 3.62830, 0.02545)  0.042
H (-4.60145, 3.48150, 0.09957)  0.092
H (-5.50695, 3.11030, -2.47812)  0.118
H (-5.72398, 1.24498, -4.05503)  0.110
H (-4.08410, -0.62482, -3.97494)  0.109
H (-2.28129, -0.56987, -2.33679)  0.068
H (0.16160, 3.64291, 1.08820)  0.098
H (-0.10493, 4.83507, 3.22404)  0.109
H (-1.84657, 4.10559, 4.82796)  0.109
H (-3.31557, 2.21734, 4.26753)  0.115
H (-3.86940, 0.36504, 2.92868)  0.085
H (-2.83357, -0.13179, 1.59349)  0.032
H (-4.10996, 1.03989, 1.31685)  0.086
H (-1.30836, 4.00295, -1.38970)  0.082
H (0.03633, 5.63301, -2.60820)  0.111
H (2.36923, 5.06974, -3.24749)  0.111
H (3.31563, 2.89895, -2.60531)  0.121
H (3.16894, 1.10091, -0.74344)  0.092
H (2.50122, 0.32694, -2.15102)  0.084
H (1.62093, 0.25085, -0.63764)  0.013

The calculation puts the molar mass at 1285.78 g mol⁻¹. The net charge is +1. Its frontier orbital gap is 7.74 eV. For the LUMO energy, the calculation gives -2.030 eV. The highest occupied orbital energy is -9.78 eV.

A molecular structure, C52H51F10GaIO3 at a distorted geometry. Source: the Open Molecules 2025 dataset; level of theory: ωB97M-V/def2-TZVPD.

Each line ends with the Löwdin charge.
Atoms and positions in Å:
C (2.17772, -1.69706, 1.32924)  -0.108
C (1.54185, -1.65530, 0.16159)  -0.302
C (1.27264, -0.44291, -0.67746)  -0.240
Ga (0.53248, 1.18754, 0.31182)  0.159
I (0.08210, 0.81703, 2.86298)  0.447
C (1.88036, 2.70895, 0.06029)  -0.218
C (3.08436, 2.38656, 0.92395)  -0.286
O (4.01252, 3.49472, 1.09655)  -0.001
C (3.48053, 4.53673, 1.74993)  -0.569
C (2.44180, 4.31024, 2.82455)  0.003
O (3.82563, 5.64134, 1.47340)  0.096
C (-1.26932, 1.71026, -0.57432)  -0.181
C (-2.25322, 0.57283, -0.77141)  -0.338
O (-3.26203, 0.91955, -1.72619)  -0.071
C (-2.92397, 0.08114, 0.51868)  -0.668
F (-2.29392, -0.93402, 1.06075)  0.128
F (-4.15026, -0.38089, 0.23090)  0.124
F (-3.10902, 1.01071, 1.42031)  0.135
H (3.12142, -1.22358, 1.55736)  0.047
H (1.73109, -2.29669, 2.11370)  0.039
H (1.21291, -2.60755, -0.24400)  0.087
H (2.13224, -0.11440, -1.27314)  0.051
H (0.51635, -0.74124, -1.40537)  0.030
H (2.22308, 2.67522, -0.97091)  0.056
H (1.43331, 3.66962, 0.30119)  0.041
H (3.64833, 1.61700, 0.41003)  0.111
H (2.79751, 1.97320, 1.88901)  0.048
H (2.53680, 3.35701, 3.31460)  0.051
H (1.47319, 4.38945, 2.34055)  0.074
H (2.50593, 5.13751, 3.51368)  0.082
H (-1.71654, 2.42698, 0.11962)  0.043
H (-1.11247, 2.23985, -1.51200)  0.061
H (-1.71539, -0.27817, -1.18591)  0.136
H (-3.41381, 1.86113, -1.57077)  0.099
F (-0.74809, 0.58780, -4.60699)  0.064
C (-1.86881, 0.88493, -5.29128)  -0.284
C (-2.02613, 0.38635, -6.56894)  -0.019
C (-3.18415, 0.68845, -7.27097)  -0.083
C (-4.16044, 1.48888, -6.69198)  -0.101
C (-3.98094, 1.98389, -5.40618)  -0.076
C (-2.82958, 1.67694, -4.69674)  -0.015
H (-1.25168, -0.22808, -7.00330)  0.094
H (-3.32395, 0.29824, -8.27061)  0.102
H (-5.06191, 1.72539, -7.24287)  0.096
H (-4.74005, 2.60883, -4.95416)  0.104
H (-2.67363, 2.04170, -3.69500)  0.096
F (-4.23835, -3.91981, -5.73206)  0.043
C (-4.74646, -3.29232, -4.64763)  -0.289
C (-4.11768, -2.16096, -4.16700)  -0.001
C (-4.64442, -1.51547, -3.05604)  -0.055
C (-5.78422, -2.01700, -2.43967)  -0.086
C (-6.39977, -3.15857, -2.93491)  -0.093
C (-5.88200, -3.80157, -4.05116)  -0.034
H (-3.22664, -1.79087, -4.65917)  0.110
H (-4.16541, -0.62047, -2.67169)  0.078
H (-6.18973, -1.51502, -1.57084)  0.100
H (-7.28520, -3.55143, -2.45152)  0.099
H (-6.35127, -4.68842, -4.45765)  0.110
F (0.04598, -0.98216, -8.67295)  0.045
C (0.78603, -2.07266, -8.38556)  -0.286
C (0.55994, -3.24172, -9.08336)  -0.020
C (1.32541, -4.35943, -8.78572)  -0.088
C (2.29427, -4.29596, -7.79332)  -0.099
C (2.50245, -3.11156, -7.09978)  -0.079
C (1.74738, -1.98747, -7.39907)  -0.011
H (-0.20602, -3.27192, -9.84718)  0.116
H (1.16442, -5.28146, -9.32837)  0.102
H (2.88667, -5.17107, -7.56015)  0.099
H (3.25338, -3.06202, -6.32280)  0.106
H (1.89850, -1.05295, -6.87441)  0.122
F (4.51471, -1.72882, -0.43265)  0.064
C (5.36128, -2.73860, -0.20286)  -0.287
C (5.22122, -3.91126, -0.91999)  -0.013
C (6.10270, -4.95533, -0.68235)  -0.092
C (7.10321, -4.82026, 0.27121)  -0.109
C (7.22550, -3.63622, 0.98552)  -0.090
C (6.35332, -2.58436, 0.74626)  -0.013
H (4.42946, -3.99882, -1.65215)  0.118
H (6.00802, -5.87691, -1.24168)  0.100
H (7.78687, -5.63874, 0.45727)  0.095
H (8.00178, -3.53099, 1.73206)  0.101
H (6.43643, -1.65087, 1.28723)  0.119
F (-1.01711, 4.93340, 1.37398)  0.062
C (-1.51360, 5.58172, 2.43901)  -0.285
C (-0.90732, 6.75008, 2.85872)  -0.016
C (-1.42391, 7.42091, 3.95768)  -0.090
C (-2.52937, 6.91442, 4.62750)  -0.108
C (-3.12270, 5.73606, 4.19480)  -0.087
C (-2.61677, 5.06575, 3.09154)  -0.008
H (-0.04123, 7.12441, 2.32799)  0.120
H (-0.96154, 8.34036, 4.29198)  0.101
H (-2.92727, 7.43806, 5.48748)  0.095
H (-3.98105, 5.33628, 4.71849)  0.102
H (-3.07009, 4.14886, 2.73717)  0.118
F (2.07333, 3.63380, 5.52259)  0.050
C (2.19992, 2.76830, 6.54176)  -0.279
C (1.07252, 2.13825, 7.02959)  -0.011
C (1.20581, 1.23994, 8.07717)  -0.082
C (2.45643, 0.99081, 8.62779)  -0.106
C (3.57751, 1.63716, 8.12567)  -0.094
C (3.45277, 2.52967, 7.07088)  -0.017
H (0.10722, 2.34992, 6.58882)  0.118
H (0.33208, 0.73230, 8.46359)  0.103
H (2.55633, 0.29095, 9.44760)  0.095
H (4.55219, 1.44589, 8.55526)  0.099
H (4.31508, 3.03717, 6.65853)  0.116
F (-1.13266, -1.06438, 5.63519)  0.023
C (-1.40639, -2.32723, 5.27241)  -0.290
C (-1.37724, -3.32660, 6.22633)  -0.026
C (-1.66523, -4.62921, 5.84431)  -0.100
C (-1.96714, -4.91545, 4.51953)  -0.108
C (-1.98619, -3.89654, 3.57505)  -0.074
C (-1.70908, -2.59083, 3.95116)  -0.015
H (-1.13162, -3.08286, 7.25194)  0.111
H (-1.65299, -5.42168, 6.58157)  0.097
H (-2.18706, -5.93337, 4.22335)  0.094
H (-2.21634, -4.11814, 2.54126)  0.106
H (-1.72391, -1.78076, 3.23225)  0.063

The calculation puts the molar mass at 1110.58 g mol⁻¹. The net charge is -1. Its frontier orbital gap is 7.08 eV. For the LUMO energy, the calculation gives 2.165 eV. The highest occupied orbital energy is -4.91 eV.